Entry 1:
Here is 2 unconnected molecules or ions with the total composition C4H13N2O from the Open Molecules 2025 dataset. Energies are from ωB97M-V/def2-TZVPD.

Atoms and positions in Å:
1 H 1.776 -1.955 -1.651
2 H -0.904 3.267 -0.920
3 C -0.198 2.467 -0.702
4 H -1.468 0.805 -0.786
5 C -1.686 1.604 1.082
6 H -2.422 2.335 0.766
7 O -0.274 -2.475 0.464
8 H 1.800 -0.193 -1.866
9 H -0.084 0.612 0.132
10 H 0.474 2.885 0.048
11 C 1.272 -1.021 -1.402
12 C 0.649 -1.804 0.844
13 H 2.010 -0.386 0.458
14 H 1.098 -1.902 1.842
15 H 0.367 2.208 -1.589
16 N -0.855 1.274 -0.129
17 H 0.266 -1.093 -1.815
18 H -1.015 2.043 1.809
19 H -2.126 0.695 1.478
20 N 1.198 -0.818 0.043

Properties
Kohn-Sham gap = 10.786 eV
HOMO = -13.92 eV
net charge = +1
lowest unoccupied orbital energy = -0.1153 hartree
largest force on an atom = 0.0182 hartree/bohr

***

Entry 2:
Here is 2 unconnected molecules or ions with the total composition C4H13N2O in a non-equilibrium geometry from the Open Molecules 2025 dataset. Energies are from ωB97M-V/def2-TZVPD.

Atoms and positions in Å:
1 H 0.076 0.257 2.482
2 H -1.076 0.519 -1.033
3 H -1.216 2.023 1.679
4 N -2.239 2.372 -0.722
5 H -0.212 2.074 -0.648
6 H -2.005 0.469 1.189
7 H -3.031 1.729 -0.928
8 H 3.187 -1.880 -1.070
9 N 0.127 0.357 1.474
10 C 2.105 -1.799 -1.145
11 H 0.088 -0.613 1.037
12 O 0.672 -2.257 0.766
13 H 1.829 -0.743 -0.940
14 C -1.121 1.467 -0.478
15 C -1.112 1.093 1.075
16 H 1.836 -2.215 -2.128
17 H 0.967 0.846 1.171
18 H 1.791 -3.683 -0.004
19 H -2.131 2.605 -1.701
20 C 1.466 -2.622 -0.074

Properties
Kohn-Sham gap = 10.924 eV
HOMO = -14.05 eV
net charge = +1
lowest unoccupied orbital energy = -0.1148 hartree
largest force on an atom = 0.0523 hartree/bohr

***

Entry 3:
Here is 3 unconnected molecules or ions with the total composition C4H13N2O in a non-equilibrium geometry from the Open Molecules 2025 dataset. Energies are from ωB97M-V/def2-TZVPD.

Atoms and positions in Å:
1 N -1.115 2.233 0.254
2 H 2.114 -1.687 2.052
3 H -2.553 -0.554 0.944
4 N 1.967 0.634 0.657
5 H 2.093 0.263 -0.214
6 H -3.256 -0.891 -0.781
7 H 2.523 1.498 0.876
8 H -1.546 0.413 -1.825
9 H -3.494 0.716 -0.201
10 H 3.176 -3.857 -0.792
11 C -2.740 -0.143 -0.139
12 C -0.557 0.956 0.167
13 H 1.680 -3.377 -1.241
14 O 2.465 -3.139 -0.802
15 H -0.861 -0.827 -0.742
16 H -1.460 2.555 -0.687
17 C 0.565 0.468 0.861
18 H 0.557 -0.290 1.750
19 C -1.299 0.081 -0.817
20 H -0.469 2.911 0.461

Properties
Kohn-Sham gap = 4.831 eV
HOMO = -12.10 eV
net charge = +1
lowest unoccupied orbital energy = -0.2671 hartree
largest force on an atom = 0.0885 hartree/bohr

***

Entry 4:
Here is 2 unconnected molecules or ions with the total composition C4H13N2O in a non-equilibrium geometry from the Open Molecules 2025 dataset. Energies are from ωB97M-V/def2-TZVPD.

Atoms and positions in Å:
1 H 1.011 -2.069 1.612
2 H 0.044 1.248 -0.700
3 H 0.698 4.196 -1.833
4 N 0.144 0.207 -0.917
5 C -2.499 -0.455 1.044
6 H -3.163 -0.420 1.917
7 H 2.984 -2.328 0.010
8 H -0.593 -0.021 -1.611
9 C -0.008 -0.540 0.351
10 O 1.265 3.418 -1.960
11 H -0.757 -1.109 2.169
12 H -1.085 0.590 1.973
13 H -2.659 -1.622 0.764
14 H 1.074 0.133 -1.472
15 C -1.049 -0.279 1.377
16 C 1.127 -1.411 0.653
17 N 2.104 -1.763 -0.198
18 H 1.998 -1.705 -1.173
19 H 2.073 3.861 -2.193
20 H -2.709 0.070 0.187

Properties
Kohn-Sham gap (alpha / beta) = 9.156 / 5.942 eV
expectation value of S² = 0.7645
HOMO (alpha / beta) = -17.97 / -17.97 eV
net charge = +2
lowest unoccupied orbital energy (alpha / beta) = -0.3240 / -0.4421 hartree
spin multiplicity = 2
largest force on an atom = 0.1109 hartree/bohr

***

Entry 5:
Here is 2 unconnected molecules or ions with the total composition C4H13N2O2 in a non-equilibrium geometry from the Open Molecules 2025 dataset. Energies are from ωB97M-V/def2-TZVPD.

Atoms and positions in Å:
1 N 0.013 -2.258 -0.706
2 H 0.001 -3.208 -1.064
3 C -0.778 1.448 1.810
4 H -2.111 -0.116 0.658
5 H -1.323 -0.523 -0.736
6 C -1.163 -0.456 0.273
7 H 2.181 0.613 -2.388
8 C -0.125 0.584 0.591
9 H 0.803 -1.750 -1.054
10 H -0.718 2.185 -0.949
11 O 2.067 0.680 -1.379
12 H -1.434 -2.431 0.876
13 H 0.174 -1.929 1.359
14 N 0.092 1.663 -0.574
15 H 2.678 0.196 -0.898
16 O -0.641 2.586 1.684
17 H 0.649 2.403 -0.155
18 H 0.844 0.142 0.818
19 C -0.598 -1.881 0.597
20 H 0.654 1.190 -1.260
21 H -1.263 0.864 2.497

Properties
Kohn-Sham gap (alpha / beta) = 3.401 / 8.510 eV
expectation value of S² = 0.7520
HOMO (alpha / beta) = -3.03 / -8.29 eV
net charge = 0
lowest unoccupied orbital energy (alpha / beta) = 0.0136 / 0.0081 hartree
spin multiplicity = 2
largest force on an atom = 0.1723 hartree/bohr

***

Entry 6:
Here is 2 unconnected molecules or ions with the total composition C4H13N2O2 in a non-equilibrium geometry from the Open Molecules 2025 dataset. Energies are from ωB97M-V/def2-TZVPD.

Atoms and positions in Å:
1 H 3.806 1.522 -0.019
2 O 1.314 1.180 -1.812
3 N -0.116 -0.044 -0.529
4 C 2.292 0.065 0.016
5 O -5.041 -0.583 2.377
6 H -0.298 -2.057 0.019
7 H 0.432 -1.110 1.291
8 H -1.833 -0.304 -1.712
9 H -5.155 -0.642 3.325
10 C -0.295 -1.064 0.483
11 C 1.073 0.460 -0.837
12 H 2.382 -0.995 0.113
13 H 2.205 0.482 0.997
14 H -1.950 0.918 -0.450
15 H 4.204 0.223 -0.898
16 C -1.291 0.501 -1.211
17 H -0.979 1.171 -2.002
18 H 2.936 1.263 -1.442
19 H -1.259 -0.916 0.961
20 H -5.851 -0.869 1.951
21 N 3.423 0.799 -0.619

Properties
Kohn-Sham gap = 10.253 eV
HOMO = -13.61 eV
net charge = +1
lowest unoccupied orbital energy = -0.1235 hartree
largest force on an atom = 0.0230 hartree/bohr

***

Entry 7:
Here is 2 unconnected molecules or ions with the total composition C4H13N2O2 in a non-equilibrium geometry from the Open Molecules 2025 dataset. Energies are from ωB97M-V/def2-TZVPD.

Atoms and positions in Å:
1 H -1.807 -2.896 0.427
2 H -0.044 -1.357 -1.893
3 H 1.221 0.104 1.797
4 H 1.356 -1.522 -0.026
5 H -2.407 -1.168 -1.823
6 H 4.183 3.797 0.845
7 C -0.488 -1.193 -0.908
8 H -2.482 0.639 -0.642
9 N -2.438 -2.477 -0.243
10 H 1.903 1.589 0.241
11 H 0.645 1.288 -0.793
12 H -0.472 0.434 1.439
13 C -1.974 -1.268 -0.824
14 C 0.501 0.248 0.991
15 H -3.333 -2.292 0.195
16 C 0.353 -1.173 0.232
17 H 3.365 4.333 -0.328
18 H -0.091 -1.855 0.965
19 N 0.916 1.343 0.180
20 O 3.474 3.556 0.230
21 O -2.381 -0.130 -0.062

Properties
Kohn-Sham gap = 6.741 eV
HOMO = -13.68 eV
net charge = +1
lowest unoccupied orbital energy = -0.2549 hartree
largest force on an atom = 0.0299 hartree/bohr

***

Entry 8:
Here is 2 unconnected molecules or ions with the total composition C4H13N2O2 in a non-equilibrium geometry from the Open Molecules 2025 dataset. Energies are from ωB97M-V/def2-TZVPD.

Atoms and positions in Å:
1 H 2.309 0.023 1.307
2 C 1.310 0.003 0.873
3 H -1.116 -1.753 -0.281
4 H 1.072 -1.914 -0.092
5 H -1.370 -1.500 1.273
6 O -1.151 1.679 0.300
7 C -0.259 2.455 0.044
8 H -0.891 -0.127 0.359
9 H 0.918 -2.032 1.610
10 N 1.243 0.593 -0.459
11 H 1.879 0.271 -1.176
12 N -0.794 -1.145 0.509
13 C 1.056 2.020 -0.538
14 H 0.656 0.634 1.465
15 H -0.368 3.537 0.215
16 O -1.733 -3.040 -1.262
17 C 0.684 -1.377 0.775
18 H 1.876 2.648 -0.147
19 H -2.271 -2.566 -1.916
20 H 1.086 2.353 -1.583
21 H -1.236 -3.707 -1.748

Properties
Kohn-Sham gap = 10.364 eV
HOMO = -13.13 eV
net charge = +1
lowest unoccupied orbital energy = -0.1016 hartree
largest force on an atom = 0.0320 hartree/bohr

***

Entry 9:
Here is 2 unconnected molecules or ions with the total composition C4H13N2O2 in a non-equilibrium geometry from the Open Molecules 2025 dataset. Energies are from ωB97M-V/def2-TZVPD.

Atoms and positions in Å:
1 H -0.104 0.805 -2.446
2 H 0.465 -1.417 3.036
3 O -1.008 2.624 0.308
4 H -1.651 3.316 0.431
5 H -0.721 1.225 -0.310
6 C -0.624 -1.449 -2.420
7 H -1.832 0.197 -0.680
8 N -0.862 0.216 -0.538
9 H -0.839 -1.651 0.520
10 C 0.931 -0.503 1.154
11 H -1.616 -1.661 -2.675
12 H 2.027 -0.942 2.892
13 C -0.083 -0.200 -1.878
14 H -0.518 -2.362 -1.805
15 H -0.182 3.217 0.572
16 H -0.041 -1.703 -3.402
17 C -0.565 -0.564 0.669
18 O 1.682 0.096 0.406
19 N 1.126 -0.807 2.442
20 H 1.005 -0.272 -1.912
21 H -1.194 -0.087 1.578

Properties
Kohn-Sham gap = 10.875 eV
HOMO = -13.87 eV
net charge = +1
lowest unoccupied orbital energy = -0.1102 hartree
largest force on an atom = 0.0883 hartree/bohr

***

Entry 10:
Here is 2 unconnected molecules or ions with the total composition C4H13N2O2 in a non-equilibrium geometry from the Open Molecules 2025 dataset. Energies are from ωB97M-V/def2-TZVPD.

Atoms and positions in Å:
1 H -1.297 1.631 2.321
2 H 3.056 -0.419 -0.711
3 H 3.087 -1.227 0.798
4 H -1.118 0.607 0.382
5 C 1.252 -0.537 0.359
6 H 0.086 1.818 -1.142
7 H -2.419 -1.894 -0.185
8 H 1.643 1.225 -1.422
9 N -1.075 -0.221 -0.249
10 H -2.310 -0.982 1.291
11 N 2.564 -0.709 0.107
12 H -0.311 2.411 1.560
13 H -1.714 -0.029 -1.002
14 O 0.814 -0.643 1.495
15 C 0.600 0.941 -1.527
16 O -1.194 2.029 1.442
17 H 0.337 0.968 -2.586
18 H -0.923 -1.998 0.870
19 H 0.372 -1.211 -1.473
20 C -1.714 -1.393 0.477
21 C 0.266 -0.367 -0.805

Properties
Kohn-Sham gap = 11.408 eV
HOMO = -14.31 eV
net charge = +1
lowest unoccupied orbital energy = -0.1066 hartree
largest force on an atom = 0.0428 hartree/bohr

***

Entry 11:
Here is 2 unconnected molecules or ions with the total composition C4H13N2O4PS in a non-equilibrium geometry from the Open Molecules 2025 dataset. Energies are from ωB97M-V/def2-TZVPD.

Atoms and positions in Å:
1 O -1.475 -4.086 1.592
2 H 0.076 3.086 -1.821
3 C -0.600 -1.198 0.723
4 N 3.370 3.595 -0.334
5 H 1.240 4.391 -1.781
6 H -1.258 -0.435 2.771
7 P -0.851 -3.877 0.308
8 H -0.235 0.960 0.783
9 C -1.492 -0.623 1.784
10 O 2.062 1.680 0.544
11 H -2.346 -5.053 -0.721
12 H 3.319 4.515 -0.696
13 H -1.727 0.647 0.008
14 O -1.797 -4.325 -0.938
15 H 3.975 3.423 0.487
16 C -1.002 0.250 0.636
17 H -0.745 -2.161 -1.111
18 O 0.611 -3.916 -0.042
19 H -2.518 -1.189 1.670
20 C 1.068 3.381 -1.675
21 H 0.520 -1.306 0.857
22 H -2.262 -1.721 -0.304
23 S 1.773 3.081 0.066
24 N -1.234 -2.108 -0.190
25 H 1.528 2.988 -2.617

Properties
Kohn-Sham gap = 9.806 eV
HOMO = -9.44 eV
net charge = 0
lowest unoccupied orbital energy = 0.0135 hartree
largest force on an atom = 0.0721 hartree/bohr

***

Entry 12:
Here is 2 unconnected molecules or ions with the total composition C4H13N2OS in a non-equilibrium geometry from the Open Molecules 2025 dataset. Energies are from ωB97M-V/def2-TZVPD.

Atoms and positions in Å:
1 H -0.023 -2.293 -1.454
2 N -0.391 -0.218 -0.809
3 H 1.085 3.280 1.088
4 C 0.121 -1.168 -1.804
5 H -1.311 0.141 -1.085
6 H 1.567 0.847 -0.537
7 H -0.130 -1.119 -2.944
8 H -1.383 -5.633 4.027
9 S 0.126 2.094 -3.228
10 H 1.244 -1.060 -2.115
11 C 0.226 1.458 1.016
12 C 0.063 2.170 -1.390
13 H -0.108 0.556 1.699
14 H -0.657 2.082 1.139
15 O -2.037 -5.999 3.514
16 C 0.417 0.984 -0.435
17 H 2.189 2.050 1.285
18 H -0.884 2.557 -0.898
19 H 0.487 3.133 -1.271
20 N 1.228 2.345 1.616
21 H -1.827 -6.206 2.585

Properties
Kohn-Sham gap = 5.090 eV
HOMO = -2.44 eV
net charge = -1
lowest unoccupied orbital energy = 0.0974 hartree
largest force on an atom = 0.0837 hartree/bohr